15
Properties=species:S:1:pos:R:3 method="wB97M-V/def2-TZVPD" homo_lumo_gap_ev=10.308 smiles="C=CC[Si](O)(O)O" total_energy_ha=-634.44337 de_lowest_ev=0.000
C -1.104 2.153 0.631
C -0.058 1.417 0.403
C 0.055 -0.012 0.846
Si 0.452 -1.210 -0.537
O 0.860 -2.647 0.188
O 1.745 -0.795 -1.531
O -0.746 -1.129 -1.674
H -1.155 3.209 0.373
H -1.966 1.738 1.098
H 0.715 1.785 -0.224
H -0.944 -0.384 1.273
H 0.639 -0.018 1.724
H 1.526 -2.848 0.799
H 1.654 0.087 -1.867
H -1.671 -1.345 -1.502

21
Properties=species:S:1:pos:R:3 method="wB97M-V/def2-TZVPD" homo_lumo_gap_ev=10.697 smiles=CCCCCOC total_energy_ha=-312.19859 de_lowest_ev=1.536
C -3.007 0.645 -0.306
C -1.777 -0.115 0.183
C -0.735 -0.358 -0.914
C 0.482 -1.097 -0.344
C 1.884 -0.814 -0.880
O 2.561 -0.196 0.276
C 2.642 1.213 0.333
H -3.727 0.804 0.504
H -3.519 0.095 -1.104
H -2.730 1.628 -0.705
H -1.297 0.439 1.001
H -2.087 -1.078 0.612
H -1.218 -0.891 -1.748
H -0.415 0.612 -1.323
H 0.274 -2.165 -0.187
H 0.794 -0.662 0.624
H 2.462 -1.721 -1.092
H 1.903 -0.157 -1.761
H 3.539 1.544 -0.201
H 2.740 1.545 1.380
H 1.763 1.727 -0.087

23
Properties=species:S:1:pos:R:3 method="wB97M-V/def2-TZVPD" homo_lumo_gap_ev=10.133 smiles="C=C(C)C.C=CCN" total_energy_ha=-330.38654 de_lowest_ev=2.214
C 1.132 -2.555 -0.349
C -0.191 -2.254 -0.524
C -0.873 -2.320 -1.850
C -1.073 -1.883 0.680
H 1.633 -2.490 0.653
H 1.833 -2.846 -1.174
H -1.646 -3.076 -1.975
H -0.134 -2.462 -2.736
H -1.375 -1.391 -2.062
H -0.495 -1.786 1.568
H -1.714 -2.745 0.903
H -1.729 -0.998 0.409
C 2.101 3.189 0.458
C 1.235 2.164 0.354
C -0.080 2.159 1.076
N -1.248 2.373 0.233
H 3.030 3.181 -0.159
H 1.846 4.140 0.975
H 1.371 1.488 -0.514
H -0.158 1.222 1.687
H -0.062 2.874 1.893
H -2.107 2.450 0.819
H -1.293 1.566 -0.367

119
Properties=species:S:1:pos:R:3 method="wB97M-V/def2-TZVPD" homo_lumo_gap_ev="8.538 / 6.319" spin_multiplicity=2 total_energy_ha=-2693.71764 total_charge=+2 de_lowest_ev=0.283
Hf 1.813 -0.380 0.556
C 3.793 -2.651 2.467
N 3.977 -1.228 2.210
C 4.312 -0.425 3.375
C 3.451 0.792 3.386
N 2.428 0.947 2.588
C 1.901 2.214 2.906
C 0.833 2.935 2.368
C 0.544 4.168 2.915
C 1.298 4.700 3.972
C 2.369 4.012 4.503
C 2.646 2.769 3.944
N 3.636 1.837 4.220
C 2.346 -3.015 2.488
N 1.398 -2.382 1.832
C 0.252 -3.176 1.990
C -1.015 -3.065 1.424
C -1.958 -4.017 1.757
C -1.653 -5.077 2.622
C -0.388 -5.226 3.156
C 0.550 -4.262 2.809
N 1.896 -4.122 3.111
H 4.269 -2.966 3.400
H 4.249 -3.221 1.657
H 4.646 -1.116 1.462
H 5.366 -0.133 3.389
H 4.134 -0.992 4.292
H 0.261 2.578 1.520
H -0.279 4.744 2.512
H 1.039 5.671 4.374
H 2.960 4.421 5.311
H 4.354 1.910 4.920
H -1.232 -2.290 0.703
H -2.949 -3.957 1.325
H -2.416 -5.806 2.859
H -0.141 -6.060 3.799
H 2.460 -4.757 3.650
N -0.023 -0.048 2.100
H -0.548 0.799 1.908
H 0.256 -0.025 3.075
H -0.688 -0.808 1.998
C 5.438 -3.032 -2.717
C 4.316 -3.718 -1.924
C 3.266 -4.279 -2.893
C 4.897 -4.854 -1.072
C 3.670 -2.727 -1.048
C 3.137 -1.909 -0.320
H 5.901 -3.749 -3.396
H 6.210 -2.647 -2.049
H 5.045 -2.203 -3.307
H 3.735 -4.998 -3.566
H 2.826 -3.481 -3.494
H 2.466 -4.785 -2.351
H 5.382 -5.593 -1.712
H 4.109 -5.357 -0.508
H 5.644 -4.474 -0.372
C 0.118 -0.555 -3.111
C 0.575 -0.265 -1.713
O 1.846 -0.014 -1.587
N -0.110 -0.270 -0.600
Te -2.699 -0.428 -0.668
C -4.538 -0.525 -1.772
C -4.585 -0.841 -3.127
C -3.371 -1.041 -3.988
C -5.835 -0.990 -3.728
C -7.015 -0.839 -3.021
C -8.352 -1.009 -3.683
C -6.931 -0.528 -1.666
C -5.717 -0.368 -1.018
C -5.720 -0.015 0.445
C -2.687 1.595 -0.068
C -2.756 1.896 1.299
C -3.076 0.911 2.397
C -2.628 3.232 1.690
C -2.472 4.258 0.773
C -2.360 5.691 1.212
C -2.457 3.929 -0.580
C -2.561 2.619 -1.023
C -2.541 2.353 -2.502
H 0.962 -0.475 -3.790
H -0.660 0.137 -3.419
H -0.292 -1.565 -3.166
H -2.455 -0.793 -3.461
H -3.422 -0.415 -4.880
H -3.296 -2.077 -4.322
H -5.877 -1.232 -4.785
H -8.248 -1.170 -4.754
H -8.977 -0.129 -3.529
H -8.884 -1.865 -3.263
H -7.845 -0.403 -1.094
H -6.736 -0.031 0.833
H -5.315 0.985 0.614
H -5.133 -0.721 1.040
H -2.953 -0.134 2.115
H -4.117 1.032 2.703
H -2.469 1.104 3.283
H -2.690 3.469 2.747
H -2.368 5.779 2.298
H -3.193 6.279 0.824
H -1.442 6.147 0.836
H -2.371 4.722 -1.316
H -2.581 3.289 -3.057
H -3.386 1.739 -2.815
H -1.627 1.837 -2.795
C 1.394 3.523 -1.051
N 2.646 2.973 -1.573
C 3.165 3.455 -2.858
C 3.215 1.971 -0.944
C 4.465 1.359 -1.489
O 2.726 1.557 0.160
H 1.146 4.417 -1.613
H 1.514 3.783 -0.002
H 0.584 2.796 -1.148
H 2.600 4.334 -3.150
H 3.053 2.693 -3.630
H 4.213 3.733 -2.772
H 5.310 2.028 -1.307
H 4.389 1.186 -2.560
H 4.641 0.406 -0.997

37
Properties=species:S:1:pos:R:3 method="wB97M-V/def2-TZVPD" homo_lumo_gap_ev="4.310 / 4.219" total_energy_ha=-2038.66463 de_lowest_ev=0.000
C -3.893 -1.591 -0.866
C -2.832 -2.555 -0.918
C -2.235 -2.620 0.384
C -2.900 -1.675 1.231
C -3.925 -1.034 0.460
Sc -1.896 -0.460 -0.493
P -2.327 1.666 -2.038
H -4.570 -1.342 -1.682
H -2.556 -3.164 -1.772
H -1.452 -3.313 0.697
H -4.639 -0.306 0.837
H -2.717 -1.535 2.294
H -3.242 2.666 -1.571
H -2.806 1.450 -3.373
H -1.199 2.513 -2.335
C 2.692 1.419 1.630
N 1.900 0.184 1.892
C 2.461 -0.948 1.117
N 2.574 -0.657 -0.330
C 3.354 0.597 -0.533
N 2.784 1.753 0.193
C 1.497 2.188 -0.364
P 0.281 0.816 -0.190
C 0.480 0.395 1.611
C 1.263 -0.579 -0.978
H 3.715 1.241 2.004
H 2.215 2.256 2.161
H 1.818 -1.832 1.256
H 3.474 -1.151 1.504
H 3.374 0.825 -1.609
H 4.373 0.424 -0.145
H 1.146 3.079 0.177
H 1.626 2.469 -1.420
H -0.109 -0.495 1.889
H 0.116 1.238 2.219
H 1.413 -0.374 -2.050
H 0.739 -1.548 -0.891

14
Properties=species:S:1:pos:R:3 method="wB97M-V/def2-TZVPD" homo_lumo_gap_ev=10.321 total_energy_ha=-270.48550 de_lowest_ev=1.970
C 1.579 0.287 -0.424
C 0.365 0.191 0.522
C -0.760 -1.199 0.682
C -1.200 -0.486 -0.533
O -1.179 -0.900 -1.674
C -0.867 0.917 -0.073
H 1.325 -0.073 -1.425
H 1.917 1.333 -0.563
H 2.449 -0.256 -0.047
H 0.635 0.479 1.537
H -1.242 -0.929 1.628
H -0.795 -2.305 0.588
H -1.511 1.338 0.704
H -0.732 1.591 -0.918

12
Properties=species:S:1:pos:R:3 method="wB97M-V/def2-TZVPD" homo_lumo_gap_ev=8.765 total_energy_ha=-608.47245 de_lowest_ev=3.393
C 3.244 -0.172 -1.210
C -2.270 -0.502 0.765
N 1.172 0.933 -0.123
O -2.412 0.926 0.773
S 2.293 -0.138 0.102
H 3.055 0.307 -2.258
H 4.097 -0.746 -1.143
H -1.395 -0.938 0.181
H -2.148 -0.854 1.822
H -3.157 -0.914 0.353
H -2.987 1.225 0.086
H 0.509 0.874 0.650

94
Properties=species:S:1:pos:R:3 method="wB97M-V/def2-TZVPD" homo_lumo_gap_ev=5.653 total_energy_ha=-6240.11899 total_charge=-2 de_lowest_ev=0.806
Sn 0.286 1.168 -0.349
Cl -1.301 -3.141 1.652
C -0.552 -1.738 2.450
Cl -1.680 -0.935 3.549
H -0.199 -1.056 1.681
H 0.283 -2.103 3.038
O 0.061 -1.531 -7.093
C 0.086 -1.077 -5.968
S -0.989 -1.573 -4.667
C -0.357 -0.515 -3.406
C 0.662 0.290 -3.752
S 1.561 1.408 -2.760
S 1.210 0.168 -5.425
S -1.134 -0.651 -1.851
S -1.970 6.118 -1.504
C -1.952 5.355 -3.041
C -1.290 4.173 -2.954
N -0.801 3.869 -1.713
C -1.079 4.792 -0.855
H -2.422 5.794 -3.906
H -1.122 3.473 -3.760
H -0.809 4.730 0.194
C -6.526 0.409 -2.574
C -5.172 -0.231 -2.862
C -4.917 -1.499 -2.050
C -4.871 -1.260 -0.541
N -3.867 -0.255 -0.229
C -4.130 0.931 0.375
S -3.482 2.356 -0.192
N -4.912 0.887 1.491
C -5.017 -0.294 2.340
C -5.276 0.104 3.786
C -6.495 1.004 3.995
C -7.760 0.472 3.331
H -6.717 1.245 -3.249
H -6.566 0.809 -1.558
H -7.342 -0.311 -2.689
H -4.384 0.498 -2.655
H -5.090 -0.476 -3.924
H -3.968 -1.942 -2.363
H -5.702 -2.239 -2.251
H -4.659 -2.203 -0.026
H -5.843 -0.909 -0.188
H -3.137 -0.168 -0.936
H -4.936 1.785 1.949
H -4.084 -0.857 2.281
H -5.817 -0.953 1.992
H -4.380 0.591 4.183
H -5.415 -0.815 4.363
H -6.289 2.013 3.627
H -6.664 1.114 5.070
H -7.682 0.515 2.243
H -8.637 1.053 3.624
H -7.942 -0.569 3.610
N 1.477 -0.367 0.343
P 2.788 -1.042 -0.063
C 3.525 -1.915 1.369
C 4.447 -2.953 1.273
C 4.991 -3.519 2.417
C 4.624 -3.042 3.669
C 3.711 -2.000 3.771
C 3.161 -1.440 2.627
C 4.174 0.034 -0.561
C 5.277 -0.406 -1.287
C 6.333 0.455 -1.547
C 6.299 1.760 -1.073
C 5.209 2.198 -0.334
C 4.152 1.338 -0.074
C 2.657 -2.319 -1.358
C 2.794 -1.992 -2.706
C 2.452 -2.908 -3.691
C 1.963 -4.158 -3.340
C 1.812 -4.488 -2.000
C 2.147 -3.570 -1.018
H 4.736 -3.329 0.297
H 5.701 -4.334 2.332
H 5.050 -3.481 4.563
H 3.424 -1.618 4.744
H 2.441 -0.630 2.685
H 5.309 -1.420 -1.668
H 7.181 0.107 -2.126
H 7.121 2.434 -1.281
H 5.170 3.213 0.040
H 3.303 1.681 0.509
H 3.127 -1.000 -2.989
H 2.535 -2.624 -4.733
H 1.676 -4.863 -4.111
H 1.408 -5.454 -1.719
H 1.984 -3.821 0.025
O -0.173 3.948 2.523
Cl 0.755 2.895 2.856
O 1.285 3.114 4.179
O 1.839 2.899 1.895
O 0.088 1.616 2.813